A 2-piece molecular cluster, C8H9IO3S overall. Source: the OMol25 dataset; level of theory: wB97M-V/def2-TZVPD.

Last column: Mulliken charge in e.
Positions of all 22 atoms, in Å:
C  -2.48  1.08  -1.19  -1.48
C  -1.12  0.66  -0.67  1.00
C  -1.03  0.31  0.67  -0.50
C  0.15  -0.16  1.20  -0.20
C  1.26  -0.18  0.43  0.04
S  2.63  -1.14  1.13  1.23
O  2.29  -1.40  2.51  -0.69
O  3.91  -0.58  0.78  -0.58
C  2.62  -2.85  0.49  0.05
O  2.45  -3.30  -0.57  -0.37
C  1.18  0.18  -0.91  -0.24
C  0.02  0.55  -1.50  -0.69
H  -2.45  2.21  -1.00  0.29
H  -2.59  1.07  -2.22  0.40
H  -3.42  0.71  -0.78  0.34
H  -1.98  0.38  1.39  0.20
H  0.23  -0.77  2.22  0.27
H  2.58  -3.32  1.46  0.34
H  2.01  0.05  -1.66  0.26
H  0.04  0.64  -2.61  0.32
I  6.68  0.95  -0.44  -0.16
H  5.70  0.01  0.41  0.18

As for the SMILES: Cc1ccc(S(=O)(=O)C=O)cc1.I. As for the HOMO-LUMO gap: 8.87 eV. The calculation puts the total energy at -1231.7478 hartree.

***

A 2-piece molecular cluster, C2H3F2NO2 overall. Source: the OMol25 dataset; level of theory: wB97M-V/def2-TZVPD.

Last column: Mulliken charge in e.
Positions of all 10 atoms, in Å:
O  -0.02  -0.61  0.30  -0.44
C  0.80  0.12  -0.15  -0.10
C  2.18  0.23  0.26  0.51
F  2.83  -0.92  0.34  -0.21
F  2.98  1.04  -0.50  -0.25
H  0.56  0.82  -0.95  0.35
H  2.07  0.68  1.31  0.13
N  -2.64  -0.26  0.15  0.06
O  -2.75  0.92  0.31  -0.26
H  -2.31  -0.85  0.92  0.22

As for the SMILES: O=CC(F)F.N=O. As for the HOMO-LUMO gap: 8.96 eV. The calculation puts the total energy at -482.8353 hartree.

***

A single C2H3N3O2 molecule. Source: the OMol25 dataset; level of theory: wB97M-V/def2-TZVPD.

Last column: Mulliken charge in e.
Positions of all 10 atoms, in Å:
H  0.65  -1.70  0.91  0.29
N  1.51  -1.21  0.82  -0.62
C  0.90  -0.18  0.29  0.50
O  1.46  1.01  0.08  -0.16
N  0.67  1.75  -0.76  -0.22
C  -0.57  1.37  -0.63  -0.02
N  -0.61  0.09  0.25  0.04
O  -1.08  -1.15  -0.18  -0.50
H  -1.33  1.79  -1.47  0.30
H  -1.61  -1.76  0.69  0.38

As for the SMILES: [H]/N=c1/oncn1O. As for the HOMO-LUMO gap: 9.65 eV. The calculation puts the total energy at -392.5408 hartree.

***

A 2-piece molecular cluster, C9H14 overall. Source: the OMol25 dataset; level of theory: wB97M-V/def2-TZVPD.

Last column: Mulliken charge in e.
Positions of all 23 atoms, in Å:
C  -0.59  1.59  2.00  -1.31
C  0.09  0.32  1.58  0.66
C  1.01  -0.31  2.42  -0.40
C  1.77  -1.38  1.99  -0.48
C  1.69  -1.81  0.67  -0.46
C  0.80  -1.18  -0.18  -0.39
C  0.00  -0.13  0.27  -0.10
H  -1.04  2.12  1.17  0.34
H  0.12  2.27  2.48  0.33
H  -1.43  1.40  2.67  0.30
H  1.13  0.10  3.42  0.35
H  2.36  -1.93  2.72  0.36
H  2.40  -2.54  0.32  0.35
H  0.86  -1.35  -1.25  0.32
H  -0.46  0.43  -0.53  0.13
C  -1.53  0.33  -3.82  -0.75
C  -2.09  1.65  -3.36  -0.84
H  -2.24  -0.50  -3.70  0.26
H  -1.33  0.26  -4.87  0.36
H  -0.62  0.03  -3.29  0.15
H  -1.35  2.45  -3.52  0.26
H  -2.23  1.74  -2.29  0.23
H  -2.95  1.99  -3.92  0.33

As for the SMILES: Cc1ccccc1.CC. As for the HOMO-LUMO gap: 10.08 eV. The calculation puts the total energy at -351.3141 hartree.

***

C43H42BrNO3OsPSi as an isolated structure. Source: the OMol25 dataset; level of theory: wB97M-V/def2-TZVPD.

Last column: Mulliken charge in e.
Positions of all 93 atoms, in Å:
Os  0.20  0.49  0.00  1.77
C  -1.20  3.92  0.57  -0.98
Si  -1.25  3.10  -1.08  0.23
C  -2.83  2.17  -1.30  -0.98
C  -1.15  4.43  -2.39  -1.48
N  0.22  1.91  -1.16  0.00
C  1.09  1.89  -2.29  -0.20
C  1.49  2.98  -3.05  -0.40
C  2.29  2.79  -4.16  -1.03
C  2.71  1.52  -4.52  -0.98
C  2.37  0.42  -3.75  -0.62
C  1.58  0.64  -2.65  0.96
O  1.30  -0.32  -1.69  1.47
C  1.21  -1.70  -2.02  0.22
C  0.65  -2.10  -3.22  -0.62
C  0.54  -3.47  -3.46  -0.82
C  0.98  -4.39  -2.51  -0.91
C  1.53  -3.94  -1.32  -1.07
C  1.66  -2.59  -1.06  0.14
H  -2.01  4.66  0.60  0.54
H  -0.26  4.45  0.73  0.23
H  -1.36  3.23  1.39  0.31
H  -3.63  2.91  -1.19  0.64
H  -2.98  1.40  -0.55  0.23
H  -2.91  1.73  -2.29  0.22
H  -2.10  4.98  -2.27  0.40
H  -1.12  4.05  -3.41  0.42
H  -0.35  5.15  -2.23  0.38
H  1.20  3.98  -2.77  0.47
H  2.60  3.65  -4.75  0.45
H  3.33  1.39  -5.40  0.47
H  2.72  -0.57  -3.99  0.55
H  0.28  -1.38  -3.92  0.64
H  0.10  -3.80  -4.38  0.45
H  0.88  -5.45  -2.70  0.44
H  1.88  -4.66  -0.58  0.54
H  2.11  -2.23  -0.15  0.22
C  0.89  3.36  3.06  -1.34
C  2.33  3.37  2.62  1.06
C  3.10  4.47  3.01  -0.83
C  4.46  4.52  2.80  -0.77
C  5.10  3.44  2.21  -1.09
C  4.36  2.35  1.80  -1.24
C  2.97  2.31  1.96  1.11
P  2.09  0.76  1.54  1.06
C  3.36  -0.49  1.18  0.88
C  3.38  -1.64  1.97  -1.38
C  4.21  -2.71  1.66  -0.80
C  5.02  -2.63  0.54  -0.89
C  5.02  -1.49  -0.24  -1.00
C  4.21  -0.39  0.06  1.67
C  4.36  0.85  -0.77  -2.37
C  1.39  0.34  3.15  0.32
C  2.13  0.40  4.33  -0.03
C  1.50  0.17  5.54  -0.88
C  0.13  -0.11  5.56  -0.69
C  -0.60  -0.15  4.39  -0.75
C  0.03  0.08  3.16  0.91
C  -0.70  0.04  1.86  -2.81
H  0.84  3.11  4.12  0.38
H  0.29  2.63  2.53  -0.80
H  0.44  4.34  2.93  0.73
H  2.60  5.29  3.52  0.50
H  5.03  5.39  3.12  0.41
H  6.18  3.44  2.08  0.49
H  4.88  1.49  1.40  0.77
H  2.73  -1.71  2.83  0.43
H  4.21  -3.59  2.28  0.47
H  5.66  -3.46  0.27  0.42
H  5.67  -1.43  -1.11  0.52
H  4.52  0.59  -1.82  0.53
H  5.22  1.43  -0.45  0.57
H  3.49  1.51  -0.72  0.20
H  3.19  0.64  4.30  0.56
H  2.06  0.22  6.46  0.45
H  -0.36  -0.28  6.51  0.43
H  -1.66  -0.36  4.41  0.54
H  -1.68  0.51  1.88  0.78
H  -0.93  -1.01  1.59  0.80
Br  -5.22  -5.61  -3.24  -0.16
C  -4.13  -4.13  -2.82  0.09
C  -3.79  -3.23  -3.82  -0.79
C  -2.99  -2.15  -3.50  -0.33
C  -2.53  -1.97  -2.20  0.51
C  -2.87  -2.88  -1.21  -0.06
C  -3.67  -3.97  -1.52  -0.81
C  -1.65  -0.80  -1.91  0.06
O  -1.25  -0.06  -2.80  -0.61
O  -1.32  -0.66  -0.64  -0.29
H  -4.16  -3.37  -4.83  0.45
H  -2.71  -1.43  -4.26  0.45
H  -2.51  -2.74  -0.20  0.38
H  -3.95  -4.69  -0.76  0.46

As for the HOMO-LUMO gap (spin up / spin down): 6.79 / 6.80 eV. The calculation puts the total energy at -5239.6336 hartree. The total charge is +1.

***

A single C7H8 molecule. Source: the OMol25 dataset; level of theory: wB97M-V/def2-TZVPD.

Last column: Mulliken charge in e.
Positions of all 15 atoms, in Å:
C  -0.80  -0.21  -3.06  -1.03
C  -0.14  -0.20  -1.74  -0.05
C  0.58  -0.68  -0.91  -0.12
C  0.88  -0.52  0.39  0.56
C  0.27  0.17  1.24  0.47
C  -0.90  0.45  2.14  -1.20
C  1.75  0.02  1.47  -0.94
H  -1.33  -1.15  -3.03  0.24
H  -0.07  -0.11  -3.94  0.26
H  -1.44  0.70  -3.18  0.29
H  -1.58  -0.30  1.97  0.33
H  -1.27  1.36  2.02  0.38
H  -0.43  0.29  3.07  0.33
H  2.00  -0.57  2.30  0.25
H  2.48  0.74  1.25  0.24

As for the SMILES: CC#CC1=C(C)C1. As for the HOMO-LUMO gap: 8.61 eV. The calculation puts the total energy at -271.3013 hartree.

***

A 2-piece molecular cluster, C5H14 overall. Source: the OMol25 dataset; level of theory: wB97M-V/def2-TZVPD.

Last column: Mulliken charge in e.
Positions of all 19 atoms, in Å:
C  -0.96  1.02  -1.12  -1.07
C  0.21  0.69  -2.07  -0.16
C  0.05  -0.68  -2.71  -1.08
H  -1.24  0.09  -0.62  0.25
H  -1.83  1.40  -1.65  0.36
H  -0.62  1.72  -0.36  0.28
H  0.31  1.57  -2.70  0.29
H  1.13  0.65  -1.47  0.23
H  -0.72  -0.69  -3.48  0.30
H  1.01  -0.93  -3.17  0.32
H  -0.23  -1.46  -2.00  0.30
C  0.25  -1.22  2.79  -0.74
C  0.46  0.28  2.59  -0.66
H  1.22  -1.71  2.68  0.25
H  -0.27  -1.49  3.68  0.30
H  -0.27  -1.55  1.89  0.20
H  -0.28  0.92  3.10  0.30
H  1.31  0.78  3.06  0.34
H  0.48  0.60  1.55  0.00

As for the SMILES: CCC.CC. As for the HOMO-LUMO gap: 12.44 eV. The calculation puts the total energy at -198.8721 hartree.

***

C29H38F6GeN5O4S2ScSi as an isolated structure. Source: the OMol25 dataset; level of theory: wB97M-V/def2-TZVPD.

Last column: Mulliken charge in e.
Positions of all 87 atoms, in Å:
Sc  -0.11  0.18  0.47  -0.55
C  -1.77  -1.26  3.22  -1.16
N  -1.03  -0.05  2.83  1.23
C  0.04  0.12  3.79  -1.69
C  0.94  1.26  3.44  0.67
C  1.63  1.98  4.40  -1.05
C  2.46  3.02  4.04  -0.74
C  2.49  3.38  2.68  -0.87
C  1.78  2.63  1.80  -0.65
N  1.07  1.58  2.17  1.26
C  -2.03  1.01  2.82  -0.71
C  -2.98  0.69  1.66  0.42
C  -4.33  0.91  1.84  -0.92
C  -5.17  0.44  0.86  -0.56
C  -4.62  -0.24  -0.27  -0.83
C  -3.27  -0.34  -0.34  -0.63
N  -2.44  0.16  0.62  1.34
C  -1.24  -2.60  2.78  0.21
C  -1.12  -3.64  3.67  -1.03
C  -0.62  -4.87  3.21  -0.52
C  -0.39  -5.03  1.88  -0.74
C  -0.58  -3.94  0.99  -0.24
N  -1.02  -2.74  1.44  0.29
H  -1.90  -1.20  4.27  0.40
H  -2.79  -1.16  2.75  0.55
H  -0.34  0.28  4.80  0.62
H  0.57  -0.82  3.79  0.55
H  1.52  1.76  5.47  0.45
H  3.03  3.58  4.77  0.45
H  3.15  4.22  2.37  0.42
H  1.75  2.85  0.76  0.24
H  -2.58  1.05  3.79  0.41
H  -1.58  1.98  2.66  0.46
H  -4.76  1.38  2.73  0.48
H  -6.25  0.59  0.94  0.38
H  -5.21  -0.73  -1.04  0.48
H  -2.72  -0.84  -1.16  0.25
H  -1.32  -3.45  4.68  0.56
H  -0.45  -5.70  3.90  0.40
H  -0.12  -5.97  1.42  0.43
H  -0.39  -4.08  -0.09  0.41
F  3.82  0.56  -2.88  -0.21
C  3.96  -0.32  -1.88  0.49
F  5.24  -0.53  -1.66  -0.23
F  3.30  -1.43  -2.19  -0.15
S  3.36  0.46  -0.33  1.34
O  1.95  0.61  -0.47  -0.43
O  4.15  1.63  -0.30  -0.76
N  3.69  -0.56  0.81  -0.83
S  2.75  -1.40  1.69  1.25
O  1.33  -1.24  1.43  -0.29
O  3.08  -1.29  3.08  -0.80
C  3.05  -3.17  1.13  0.57
F  2.52  -3.43  -0.07  -0.16
F  2.42  -3.97  2.03  -0.18
F  4.32  -3.47  1.01  -0.23
C  1.79  4.40  -1.39  -1.34
Ge  0.20  3.35  -1.63  0.88
C  -1.29  4.51  -2.27  -1.33
C  0.50  2.09  -3.12  -0.52
C  -0.60  2.22  -0.21  -0.57
H  1.97  4.90  -2.30  0.51
H  2.73  3.91  -1.17  0.36
H  1.63  5.15  -0.60  0.31
H  -0.95  5.18  -3.03  0.41
H  -1.65  5.23  -1.52  0.38
H  -2.16  3.88  -2.60  0.28
H  -0.26  1.31  -3.10  -0.53
H  1.39  1.60  -2.97  -0.01
H  0.47  2.52  -4.10  0.61
H  -1.52  2.12  -0.82  0.07
H  -0.97  2.81  0.62  0.67
C  1.17  -1.05  -5.06  -0.75
Si  -0.46  -1.67  -4.37  0.08
C  -1.83  -0.47  -4.93  -0.80
C  -0.97  -3.44  -4.70  -1.08
C  -0.27  -1.39  -2.56  -0.16
C  -0.38  -1.02  -1.39  0.24
H  1.31  -1.16  -6.10  0.49
H  1.98  -1.61  -4.57  0.15
H  1.17  0.00  -4.75  0.10
H  -1.69  -0.24  -6.03  0.32
H  -1.63  0.42  -4.32  0.19
H  -2.86  -0.89  -4.76  0.24
H  -1.02  -3.56  -5.80  0.30
H  -1.89  -3.79  -4.24  0.33
H  -0.12  -4.09  -4.42  0.29

As for the HOMO-LUMO gap: 8.13 eV. The calculation puts the total energy at -6225.3435 hartree.